{
  "formula": "C5H17N2",
  "method": "ωB97M-V with the def2-TZVPD basis set",
  "species": ["H", "H", "C", "H", "H", "H", "H", "C", "H", "C", "C", "H", "H", "N", "H", "H", "H", "N", "H", "H", "H", "H", "C", "H"],
  "coordinates": [[-0.215, 0.099, 2.203], [-0.459, -2.116, -2.098], [1.694, -0.368, -1.659], [-2.592, 0.541, 0.635], [1.534, -2.927, -0.716], [-2.719, 2.343, 0.501], [-0.002, 1.848, 2.703], [0.764, -1.068, -0.653], [-2.400, 1.637, 2.065], [-2.237, 1.501, 0.997], [0.109, 1.093, 1.916], [1.143, 1.125, 1.578], [-0.477, 2.560, 0.572], [1.418, -2.205, -0.008], [1.169, 0.486, -2.107], [2.366, -1.969, 0.267], [2.014, -1.063, -2.439], [-0.741, 1.598, 0.762], [-1.299, -1.819, -0.542], [2.566, 0.037, -1.139], [-1.003, -0.503, -1.717], [0.536, -0.368, 0.162], [-0.598, -1.418, -1.269], [-0.572, 0.955, -0.013]],
  "forces_ev_per_a": [[0.0, 0.0, 0.1], [-0.2, -0.1, 0.1], [-0.6, 0.4, 0.4], [0.0, 0.0, 0.1], [-0.1, -0.2, 0.2], [0.0, -0.3, -0.2], [-0.1, -0.5, 0.1], [0.3, 0.1, 0.0], [-0.1, -0.3, -0.1], [0.3, 0.8, 0.5], [-0.2, 1.3, -0.2], [0.0, -0.3, 0.1], [0.1, -0.1, -0.4], [-0.4, -0.2, -0.4], [0.2, -0.1, -0.2], [-0.1, 0.1, 0.1], [0.0, 0.1, 0.0], [-0.6, -1.1, 0.7], [0.0, -0.2, 0.0], [0.1, -0.2, -0.1], [-0.2, -0.1, 0.0], [0.4, -0.2, -0.1], [0.7, 0.2, -0.2], [0.4, 0.6, -0.5]],
  "fmax_ev_per_a": 1.43,
  "relative_energy_ev": 1.311,
  "e_homo_ev": -12.67,
  "total_charge": 1,
  "total_energy_ha": -309.9461
}